# H6NP3

A structure of composition H6NP3 in a non-equilibrium geometry (ωB97M-V with the def2-TZVPD basis set, OMol25).

Each line ends with the Löwdin charge.
Atoms and positions in Å:
N: 0.5827 -0.7380 -0.4085  -0.750
P: 0.0121 -0.2214 -1.8785  0.673
P: -1.0321 0.4264 1.7474  0.439
P: 0.9479 0.5415 0.6828  0.352
H: -0.6610 -1.2048 -2.4823  -0.065
H: -1.0204 0.8072 -1.6716  -0.019
H: 0.9183 0.3143 -2.7712  -0.056
H: -0.4991 0.9235 2.8889  -0.225
H: -1.0195 -0.8777 2.2334  -0.186
H: 1.7713 0.0290 1.6594  -0.163

Cartesian forces (eV/Å) of the 2 atoms listed first:
N -0.38 0.54 -2.54
P 0.50 0.98 5.26

Results
charge	0
HOMO level	-7.85	eV
DFT total energy	-29451.303	eV
ΔE to the lowest compared entry with this formula, charge and spin	31.3	kcal per mole